{"formula": "C3H8OS2", "method": "ωB97M-V/def2-TZVPD", "elements": ["C", "S", "S", "H", "H", "H", "H", "C", "C", "O", "H", "H", "H", "H"], "positions_angstrom": [[1.2851, -1.2463, -0.8336], [1.8480, -0.0641, 0.4767], [0.1805, 0.1800, 1.6498], [2.1316, -1.8929, -0.9951], [0.4091, -1.7298, -0.4077], [0.8925, -0.6654, -1.6620], [0.7076, -0.1129, 2.8510], [-1.9047, 1.0245, -2.2882], [-1.7346, 0.7969, -0.9701], [-1.8131, -0.4998, -0.5727], [-2.3653, 1.9026, -2.7116], [-1.4450, 0.2576, -2.9045], [-1.3035, 1.4874, -0.2506], [-1.9146, -0.6902, 0.3673]], "forces_ev_per_angstrom": [[-0.8, 0.9, 1.3], [0.2, 0.0, -0.4], [-0.1, 0.2, 0.4], [0.0, -0.3, -0.5], [0.3, -0.5, 0.0], [0.5, -0.1, -0.4], [0.1, -0.2, -0.1], [0.7, -0.1, 0.6], [-0.1, -0.1, -0.4], [0.4, -1.0, -0.4], [1.0, 0.5, 0.0], [-1.4, -0.5, -0.4], [-1.3, 0.5, 0.4], [0.4, 0.7, 0.0]], "smiles": "C=CO.CSS", "e_homo_ev": -8.37, "multiplicity": 1, "mol_weight_g_mol": 124.23}